12
Properties=species:S:1:pos:R:3:nbo_charge:R:1 method="wB97M-V/def2-TZVPD" e_tot_ha=-751.33581 e_lumo_ev=0.10 smiles="C=C(I)[C@@H](C)I" relative_energy_ev=0.4034 max_force_ev_per_a=3.56 multiplicity=1
C -0.27 0.79 -1.72 -0.4247
C -0.55 0.56 -0.43 -0.1319
I -2.60 0.69 0.18 0.1210
C 0.39 0.25 0.70 -0.3842
C 0.23 -1.24 0.98 -0.6469
I 2.34 0.97 0.13 0.0793
H -0.91 1.11 -2.49 0.2139
H 0.61 0.67 -2.26 0.2180
H 0.23 1.05 1.52 0.2640
H 0.65 -1.96 0.33 0.2349
H 0.81 -1.41 1.87 0.2220
H -0.93 -1.49 1.20 0.2346

35
Properties=species:S:1:pos:R:3:mulliken_charge:R:1 method="wB97M-V/def2-TZVPD" e_tot_ha=-793.29581 total_charge=-1 e_lumo_ev=1.93 relative_energy_ev=0.2771 max_force_ev_per_a=3.02 multiplicity=1
Ba -3.23 33.87 26.14 1.4319
O -5.05 32.12 26.94 -0.9022
H -5.59 32.63 27.57 0.0807
O -0.38 34.35 26.10 -0.9391
C 0.27 33.10 25.80 -0.6201
C -0.37 31.65 26.19 -0.3749
O -1.76 31.35 25.98 -0.8971
H 1.27 33.09 26.22 0.3094
H 0.54 33.13 24.74 0.2846
H -0.16 31.47 27.25 0.0233
H 0.18 30.83 25.72 0.3757
C -1.48 33.00 29.43 -0.6600
O -2.77 33.08 28.85 -0.2192
H -1.61 33.37 30.45 0.3138
H -1.05 32.01 29.32 0.2481
H -0.82 33.65 28.86 0.2317
H -3.37 32.54 29.36 0.1832
C -6.01 34.55 23.35 -0.6998
O -5.66 34.12 24.67 -0.2010
H -6.36 33.68 22.79 0.3052
H -6.78 35.32 23.33 0.3005
H -5.15 34.95 22.81 0.1754
H -6.44 33.75 25.07 0.1961
C -5.96 36.28 27.80 -0.7743
O -5.22 35.11 27.85 -0.1742
H -5.55 36.99 28.53 0.2869
H -6.02 36.64 26.77 0.1973
H -7.00 36.12 28.07 0.3233
H -5.53 34.59 28.59 0.1895
C -2.19 36.11 23.63 -0.5573
O -3.29 36.09 24.52 -0.3786
H -1.54 35.24 23.78 0.1870
H -2.52 35.98 22.60 0.2963
H -1.53 36.98 23.66 0.2604
H -3.81 36.89 24.39 0.1975

14
Properties=species:S:1:pos:R:3:nbo_charge:R:1 method="wB97M-V/def2-TZVPD" e_tot_ha=-307.61596 e_lumo_ev=0.89 relative_energy_ev=2.6252 max_force_ev_per_a=1.75 multiplicity=1
C 2.01 -0.54 0.96 -0.6266
C 0.63 0.06 1.08 -0.5048
C -0.23 0.04 0.03 0.6351
O -0.43 -1.17 -0.53 -0.6875
O -0.90 1.08 -0.44 -0.4768
C -1.99 0.85 -1.32 -0.2584
H 2.34 -1.04 1.87 0.2046
H 2.13 -1.24 0.12 0.2066
H 2.72 0.29 0.78 0.2097
H 0.54 0.85 1.80 0.2120
H -0.02 -1.59 0.27 0.5095
H -2.61 1.74 -1.30 0.1970
H -1.62 0.67 -2.33 0.1861
H -2.56 -0.02 -0.99 0.1935

81
Properties=species:S:1:pos:R:3:mulliken_charge:R:1 method="wB97M-V/def2-TZVPD" e_tot_ha=-1395.21108 e_lumo_ev=0.70 smiles=CCO.CCO.CCO.CCO.CCO.CCO.CCO.CCO.CCO relative_energy_ev=4.2380 max_force_ev_per_a=3.00 multiplicity=1
C 4.54 2.74 1.59 -0.6766
C 5.22 3.27 2.83 -0.4035
O 4.29 3.31 3.90 -0.5213
H 3.60 3.36 1.45 0.2308
H 4.22 1.69 1.81 0.0424
H 5.17 2.74 0.71 0.3750
H 5.51 4.25 2.63 0.2784
H 6.13 2.71 3.12 0.3546
H 4.78 3.10 4.70 0.3159
C -1.90 -2.61 -2.34 -1.1814
C -2.52 -1.24 -2.17 0.0510
O -1.53 -0.26 -2.16 -0.2716
H -1.25 -2.61 -3.21 0.3330
H -2.63 -3.36 -2.38 0.4665
H -1.25 -2.88 -1.51 0.1069
H -3.14 -1.17 -1.24 0.0864
H -3.21 -1.03 -2.99 0.3877
H -1.76 0.42 -2.81 0.0266
C -1.07 0.86 -5.87 -0.8124
C -2.25 1.72 -5.57 -0.2802
O -2.22 1.96 -4.11 -0.5073
H -0.75 0.75 -6.92 0.3604
H -1.07 -0.18 -5.44 0.1723
H -0.17 1.26 -5.35 0.1699
H -3.26 1.32 -5.85 0.2193
H -2.25 2.72 -6.03 0.3411
H -2.14 2.90 -3.96 0.2445
C -0.45 3.82 -2.07 -0.9733
C -1.72 3.57 -1.21 0.6416
O -2.29 4.80 -0.72 -0.6096
H -0.60 4.83 -2.48 0.4212
H -0.33 3.17 -2.96 0.0588
H 0.51 3.73 -1.54 0.2343
H -1.35 2.89 -0.44 -0.2791
H -2.57 3.13 -1.70 0.1834
H -2.34 4.63 0.25 0.3724
C 2.23 0.68 -2.03 -1.3601
C 1.41 0.57 -0.73 0.8309
O 0.70 -0.65 -0.63 -0.1364
H 1.63 0.94 -2.87 0.2436
H 2.63 -0.30 -2.24 0.3701
H 3.02 1.36 -1.91 0.4030
H 0.78 1.47 -0.66 -0.4940
H 2.06 0.51 0.10 0.0599
H -0.06 -0.52 -1.30 0.1717
C 4.78 -1.74 1.96 -1.3975
C 3.36 -1.89 1.54 0.2148
O 3.27 -2.27 0.14 -0.5504
H 4.81 -1.39 3.04 0.3077
H 5.28 -0.93 1.40 0.3069
H 5.31 -2.65 1.81 0.4152
H 2.90 -0.88 1.75 0.1614
H 3.00 -2.70 2.16 0.2605
H 2.31 -2.36 -0.05 0.2474
C -1.39 2.39 4.15 -1.1415
C -1.65 2.63 2.64 0.0704
O -2.05 3.93 2.33 -0.5274
H -1.09 1.38 4.19 0.3073
H -2.38 2.44 4.74 0.3372
H -0.63 3.05 4.58 0.3229
H -2.40 1.85 2.25 0.2122
H -0.71 2.56 2.09 0.1202
H -2.85 4.16 2.82 0.3047
C -0.65 -5.89 0.67 -0.8831
C -1.39 -6.43 1.84 -0.2061
O -2.69 -5.78 1.88 -0.6250
H -1.25 -5.71 -0.19 0.2737
H 0.20 -6.55 0.42 0.3868
H -0.20 -4.89 0.88 0.0966
H -0.79 -6.13 2.71 0.2389
H -1.45 -7.52 1.77 0.3006
H -2.85 -5.52 2.81 0.3266
C -1.96 -1.05 2.12 -0.9028
C -2.47 -2.24 1.34 0.4097
O -3.10 -3.04 2.25 -0.5963
H -1.53 -0.31 1.42 0.1505
H -1.30 -1.35 2.94 0.2759
H -2.87 -0.67 2.61 0.3995
H -1.67 -2.87 0.87 -0.1548
H -3.13 -2.03 0.48 0.0309
H -3.11 -3.95 1.91 0.4594

37
Properties=species:S:1:pos:R:3:nbo_charge:R:1 method="wB97M-V/def2-TZVPD" e_tot_ha=-1375.76137 e_lumo_ev=-0.08 relative_energy_ev=15.0881 max_force_ev_per_a=16.83 multiplicity=1
C -4.81 -1.22 1.24 -0.2651
H -4.18 -2.06 1.63 0.2012
H -4.84 -0.32 1.86 0.2072
O -4.10 -0.78 0.00 -0.5820
C -2.83 -0.49 0.17 0.4606
O -2.06 -1.45 0.73 -0.5341
C -1.92 -2.51 -0.13 -0.1424
H -1.08 -2.08 -1.15 0.0857
H -1.55 -3.24 0.15 0.1381
H -2.73 -2.64 -0.82 0.1812
C -2.42 0.68 -0.89 -0.0145
N -1.03 0.77 -0.94 -0.6027
C -0.30 1.05 0.11 0.7586
O -0.82 1.96 1.14 -0.7374
N 1.08 1.06 0.11 -0.6018
C 1.80 0.24 -0.41 0.6633
O 1.49 -0.53 -1.43 -0.6470
C 3.27 0.21 -0.04 -0.1404
C 4.08 1.58 0.01 -0.1363
C 5.29 1.53 0.52 -0.2341
C 5.96 0.28 0.46 -0.1134
C 5.23 -0.83 0.53 -0.2791
C 4.00 -0.82 0.08 0.0372
Cl 3.13 -2.39 0.00 -0.0301
H 5.87 -1.69 0.25 0.2380
H 7.13 0.31 0.81 0.2198
H 5.85 2.23 0.54 0.1869
H 3.49 2.56 -0.10 0.2255
H 1.44 1.49 1.15 0.4752
H -0.29 0.06 -1.36 0.4571
C -3.08 1.93 -1.06 -0.6563
H -2.83 2.31 -2.05 0.2390
H -4.14 1.67 -1.02 0.2302
H -2.88 2.31 -0.17 0.2536
H -2.60 -0.18 -1.80 0.1791
H -2.81 0.54 1.25 0.0654
H -5.80 -1.55 0.62 0.2140

18
Properties=species:S:1:pos:R:3:nbo_charge:R:1 method="wB97M-V/def2-TZVPD" e_tot_ha=-458.63030 e_lumo_ev=0.12 smiles=O.O.O.O.O.O relative_energy_ev=1.1477 max_force_ev_per_a=1.06 multiplicity=1
O -1.32 0.55 1.38 -0.9876
H -0.74 -0.20 1.11 0.4912
H -1.29 1.10 0.58 0.4724
O 0.37 -1.44 0.42 -0.9825
H 0.13 -1.28 -0.50 0.5099
H 0.35 -2.37 0.66 0.4916
O -1.66 0.51 4.27 -0.9507
H -1.99 1.35 3.93 0.4693
H -1.24 0.09 3.50 0.4802
O 0.07 -2.44 -2.26 -0.9612
H -0.72 -2.92 -2.03 0.4793
H 0.06 -2.25 -3.21 0.4880
O 2.14 1.53 -0.41 -0.9499
H 1.98 1.34 0.52 0.4903
H 2.19 0.66 -0.82 0.4818
O 0.20 1.76 -2.35 -0.9816
H 0.84 1.91 -1.62 0.4925
H 0.61 2.09 -3.15 0.4670